Record 1
This record from the OMol25 dataset describes a molecular structure, C3H7N2. The level of theory is ωB97M-V/def2-TZVPD.

```
! RIJCOSX wB97M-V def2-TZVPD def2/J DEFGRID3
* xyz 1 1
C 0.74 0.98 0.03
C 0.66 -0.93 0.14
C -1.69 0.17 0.02
N -0.31 0.14 0.17
N 1.70 0.05 -0.02
H 0.95 1.99 -0.34
H 0.80 -1.58 1.05
H 0.61 -1.54 -0.67
H -2.38 0.04 0.92
H -1.87 1.21 -0.39
H -1.86 -0.66 -0.79
H 2.64 0.13 -0.12
*
```

Calculated values
DFT total energy: -227.6904 a.u.
Energy relative to the best compared isomer or geometry (same formula, charge and spin): 168.0 kJ/mol
HOMO-LUMO gap: 0.404 hartree
HOMO level: -0.5594 hartree

Record 2
This record from the OMol25 dataset describes 8 unconnected molecules or ions with the total composition C57H124N6O9. The level of theory is ωB97M-V/def2-TZVPD.

```
! RIJCOSX wB97M-V def2-TZVPD def2/J DEFGRID3
* xyz 0 1
C -2.88 -15.99 -12.68
C -3.06 -15.71 -14.12
O -3.99 -16.69 -14.67
O -4.15 -16.17 -12.06
H -2.31 -15.17 -12.21
H -2.27 -16.90 -12.62
H -2.16 -15.83 -14.68
H -3.48 -14.72 -14.29
H -4.61 -16.91 -13.92
H -3.99 -16.71 -11.25
C -2.35 -19.70 -16.67
O -3.06 -19.43 -15.48
H -2.02 -20.73 -16.62
H -2.98 -19.63 -17.58
H -1.51 -19.02 -16.85
H -3.23 -18.41 -15.40
C 0.03 -16.49 -22.68
C -0.64 -15.75 -21.51
C -1.79 -16.64 -21.09
C -2.40 -16.33 -19.69
C -1.27 -16.05 -18.69
C -0.08 -15.16 -19.09
N 0.40 -15.67 -20.40
O 1.52 -14.94 -20.84
C -0.49 -13.69 -19.07
C 1.05 -15.42 -18.12
C -1.12 -14.41 -22.03
H 0.63 -17.32 -22.20
H 0.67 -15.79 -23.34
H -0.71 -16.96 -23.34
H -2.62 -16.65 -21.73
H -1.28 -17.66 -21.10
H -2.97 -17.24 -19.36
H -3.08 -15.49 -19.81
H -0.85 -17.01 -18.31
H -1.66 -15.65 -17.75
H -1.56 -13.50 -19.23
H -0.28 -13.24 -18.07
H 0.11 -13.11 -19.80
H 2.05 -14.87 -18.28
H 0.72 -15.12 -17.15
H 1.23 -16.54 -17.99
H -0.19 -13.79 -21.98
H -1.83 -13.94 -21.33
H -1.62 -14.51 -22.98
H 2.18 -15.64 -20.86
C 0.09 -17.15 -14.64
C 1.04 -18.21 -14.23
C 1.44 -19.01 -15.51
C 2.64 -19.86 -15.16
C 3.83 -19.01 -14.83
C 3.54 -18.21 -13.60
N 2.26 -17.47 -13.86
O 1.94 -16.73 -12.69
C 3.44 -19.05 -12.23
C 4.57 -17.10 -13.39
C 0.36 -19.14 -13.28
H 0.43 -16.55 -15.51
H -0.02 -16.42 -13.79
H -0.92 -17.53 -14.79
H 0.61 -19.55 -15.88
H 1.69 -18.33 -16.31
H 2.92 -20.49 -16.09
H 2.55 -20.62 -14.35
H 4.05 -18.29 -15.61
H 4.75 -19.57 -14.61
H 3.19 -18.45 -11.36
H 2.72 -19.85 -12.22
H 4.46 -19.44 -12.02
H 5.60 -17.48 -13.33
H 4.56 -16.39 -14.22
H 4.35 -16.58 -12.48
H 0.01 -18.71 -12.31
H 0.89 -20.02 -12.98
H -0.48 -19.68 -13.78
H 2.03 -15.80 -12.93
C 1.99 -25.65 -16.26
C 2.26 -24.18 -15.87
C 1.29 -23.16 -16.58
C -0.04 -23.14 -15.93
C 0.08 -22.98 -14.40
C 1.05 -23.90 -13.67
N 2.35 -23.81 -14.41
O 3.28 -24.66 -13.77
C 1.41 -23.51 -12.27
C 0.43 -25.28 -13.57
C 3.69 -23.91 -16.37
H 2.52 -25.77 -17.20
H 0.97 -25.96 -16.31
H 2.46 -26.31 -15.51
H 1.71 -22.20 -16.50
H 1.17 -23.34 -17.65
H -0.69 -23.95 -16.23
H -0.67 -22.30 -16.25
H -0.90 -23.04 -13.96
H 0.51 -22.01 -14.32
H 2.03 -24.26 -11.74
H 1.90 -22.53 -12.22
H 0.48 -23.38 -11.72
H 0.33 -25.72 -14.54
H 1.07 -25.94 -12.95
H -0.56 -25.16 -13.11
H 3.99 -22.92 -16.07
H 3.66 -24.09 -17.46
H 4.28 -24.67 -15.82
H 4.09 -24.14 -13.84
C -7.71 -21.88 -15.38
C -6.99 -21.35 -14.10
C -7.81 -21.79 -12.80
C -7.60 -23.24 -12.44
C -6.09 -23.41 -12.30
C -5.25 -23.11 -13.55
N -5.57 -21.75 -13.97
O -4.97 -21.55 -15.29
C -3.77 -22.98 -13.08
C -5.37 -24.22 -14.65
C -6.99 -19.84 -14.13
H -8.39 -21.23 -15.86
H -8.26 -22.82 -15.14
H -6.84 -22.15 -16.05
H -7.54 -21.19 -11.91
H -8.87 -21.67 -12.99
H -7.90 -23.93 -13.23
H -8.16 -23.61 -11.59
H -5.83 -24.40 -11.97
H -5.66 -22.68 -11.54
H -3.28 -23.96 -12.91
H -3.11 -22.50 -13.86
H -3.73 -22.36 -12.17
H -5.14 -25.18 -14.30
H -6.36 -24.11 -15.13
H -4.62 -23.98 -15.43
H -6.58 -19.41 -15.06
H -6.36 -19.46 -13.30
H -8.05 -19.48 -14.04
H -4.58 -20.67 -15.06
C 2.61 -20.19 -21.18
C 2.78 -19.75 -19.72
C 3.74 -20.59 -18.93
C 5.16 -20.22 -19.23
C 5.33 -18.73 -18.93
C 4.50 -17.87 -19.84
N 3.14 -18.32 -19.61
O 2.28 -17.58 -20.48
C 4.55 -16.40 -19.32
C 5.04 -17.84 -21.30
C 1.42 -19.92 -19.07
H 1.98 -21.13 -21.20
H 3.58 -20.46 -21.65
H 2.17 -19.42 -21.75
H 3.54 -20.50 -17.87
H 3.42 -21.66 -19.17
H 5.44 -20.48 -20.26
H 5.79 -20.78 -18.52
H 6.42 -18.54 -19.07
H 5.02 -18.56 -17.93
H 4.18 -16.37 -18.29
H 5.65 -16.18 -19.28
H 4.04 -15.70 -19.99
H 4.93 -18.72 -21.85
H 4.45 -17.05 -21.73
H 6.06 -17.46 -21.35
H 1.03 -20.91 -19.20
H 0.64 -19.27 -19.52
H 1.49 -19.59 -18.03
H 1.56 -17.16 -19.92
C -3.80 -21.90 -22.05
C -3.75 -22.47 -20.64
C -5.12 -22.10 -19.99
C -5.36 -22.77 -18.72
C -5.30 -24.34 -18.96
C -3.94 -24.73 -19.50
N -3.72 -23.94 -20.72
O -2.43 -24.40 -21.17
C -2.86 -24.68 -18.39
C -3.99 -26.13 -19.97
C -2.55 -21.89 -19.90
H -2.84 -22.08 -22.59
H -3.94 -20.83 -21.99
H -4.60 -22.33 -22.65
H -5.08 -21.04 -19.98
H -5.93 -22.32 -20.77
H -6.36 -22.53 -18.33
H -4.62 -22.43 -17.92
H -6.10 -24.68 -19.64
H -5.50 -24.87 -18.03
H -1.88 -24.94 -18.84
H -2.80 -23.70 -17.95
H -3.06 -25.45 -17.64
H -3.06 -26.57 -20.29
H -4.60 -26.71 -19.25
H -4.62 -26.11 -20.86
H -1.65 -22.42 -20.11
H -2.63 -21.74 -18.83
H -2.45 -20.94 -20.42
H -2.56 -24.46 -22.11
*
```

Calculated values
DFT total energy: -3251.5626 a.u.
Energy relative to the best compared isomer or geometry (same formula, charge and spin): 132.5 kJ/mol
HOMO-LUMO gap: 0.328 hartree
HOMO level: -0.3137 hartree

Record 3
This record from the OMol25 dataset describes a molecular structure, C23H45N3O2P4Ru. The level of theory is ωB97M-V/def2-TZVPD.

```
! RIJCOSX wB97M-V def2-TZVPD def2/J DEFGRID3
* xyz 4 5
P 2.58 -0.93 0.06
C 3.51 -1.15 1.59
H 4.52 -1.49 1.32
H 3.03 -1.90 2.24
H 3.56 -0.18 2.09
C 2.79 -2.54 -0.76
H 2.85 -2.42 -1.85
H 1.93 -3.18 -0.53
H 3.72 -3.00 -0.39
C 3.57 0.42 -0.64
H 4.41 -0.02 -1.18
H 3.95 1.05 0.17
H 3.01 1.06 -1.33
P -0.77 2.93 -0.48
C -0.98 3.98 0.99
H -1.22 4.99 0.65
H -0.04 3.99 1.57
H -1.78 3.58 1.63
C 0.39 3.85 -1.52
H 0.40 3.46 -2.54
H 1.39 3.75 -1.07
H 0.07 4.90 -1.50
C -2.41 3.03 -1.27
H -2.51 4.05 -1.68
H -3.19 2.83 -0.53
H -2.49 2.30 -2.09
P -1.86 -2.18 0.15
C -2.74 -2.73 1.64
H -3.52 -3.42 1.31
H -3.22 -1.87 2.13
H -2.08 -3.26 2.35
C -3.29 -1.85 -0.92
H -4.14 -2.44 -0.55
H -3.10 -2.13 -1.96
H -3.56 -0.78 -0.87
C -0.85 -3.60 -0.38
H -1.51 -4.46 -0.51
H -0.08 -3.79 0.38
H -0.35 -3.39 -1.33
Ru -0.02 -0.25 -0.18
C 0.88 1.14 0.69
O 1.48 1.94 1.31
C -1.52 0.49 0.66
O -2.43 0.96 1.25
C -1.28 -0.16 -2.51
C -0.73 -1.44 -2.64
C 0.65 -1.61 -2.60
C 1.49 -0.49 -2.63
C 0.94 0.80 -2.59
C -0.44 0.95 -2.67
H -2.36 -0.03 -2.56
H -1.35 -2.30 -2.89
H 1.08 -2.60 -2.72
H 2.56 -0.61 -2.84
H 1.59 1.65 -2.73
H -0.85 1.87 -3.07
C 1.39 -2.29 5.43
N 1.26 -0.81 5.37
C -0.05 -0.45 5.92
N -1.13 -1.07 5.14
C -0.98 -2.53 5.17
N 0.33 -2.98 4.67
C 0.49 -2.79 3.22
P 0.26 -1.00 2.75
C 1.48 -0.29 4.03
C -1.22 -0.53 3.80
H 1.28 -2.56 6.49
H 2.37 -2.58 5.05
H -0.16 0.63 5.89
H -0.11 -0.82 6.95
H -1.78 -3.00 4.58
H -1.06 -2.83 6.23
H 1.50 -3.11 2.91
H -0.21 -3.43 2.68
H 1.32 0.80 4.03
H 2.51 -0.48 3.75
H -2.16 -0.87 3.34
H -1.22 0.57 3.86
*
```

Calculated values
DFT total energy: -2676.7719 a.u.
Energy relative to the best compared isomer or geometry (same formula, charge and spin): 97.6 kJ/mol
HOMO-LUMO gap (spin up / spin down): 0.306 / 0.181 hartree
HOMO level (spin up / spin down): -0.7245 / -0.7156 hartree

Record 4
This record from the OMol25 dataset describes 11 unconnected molecules or ions with the total composition C4H27NO10. The level of theory is ωB97M-V/def2-TZVPD.

```
! RIJCOSX wB97M-V def2-TZVPD def2/J DEFGRID3
* xyz 0 1
N -0.13 1.40 2.79
C 0.72 0.92 1.81
C 2.02 1.20 1.91
C 0.85 -0.63 -0.10
C 0.10 0.18 0.66
H 0.16 2.06 3.47
H -1.09 1.10 2.83
H 2.66 1.02 1.03
H 2.38 1.68 2.81
H 0.56 -1.08 -1.01
H 1.91 -0.65 0.02
H -0.95 0.20 0.48
H 0.86 3.35 0.60
H 1.59 3.01 -0.85
O 0.81 3.21 -0.35
H 1.52 -0.26 -2.81
H 2.30 0.81 -3.49
O 2.35 0.28 -2.70
H -1.83 -0.56 4.11
H -2.54 -1.26 2.83
O -2.48 -0.46 3.42
H -1.92 -3.33 2.06
H -0.95 -2.06 1.77
O -1.88 -2.40 1.83
H 3.83 -0.62 -0.91
H 2.92 -1.70 -1.51
O 3.60 -1.55 -0.85
H -2.06 -1.90 -2.87
H -2.94 -0.55 -2.61
O -2.45 -1.12 -3.24
H 1.46 -2.15 1.50
H 1.94 -2.60 2.88
O 1.15 -2.51 2.34
H -3.66 0.13 -0.21
H -2.60 0.84 -1.03
O -3.33 0.22 -1.11
H -0.89 2.52 -0.63
H -1.38 2.14 -2.11
O -1.63 2.41 -1.23
H -0.18 0.33 -3.97
H -0.81 -1.09 -3.79
O 0.03 -0.57 -3.76
*
```

Calculated values
DFT total energy: -975.6984 a.u.
Energy relative to the best compared isomer or geometry (same formula, charge and spin): 239.9 kJ/mol
HOMO-LUMO gap: 0.305 hartree
HOMO level: -0.2980 hartree

Record 5
This record from the OMol25 dataset describes a molecular structure, C29H32BaN4Si. The level of theory is ωB97M-V/def2-TZVPD.

```
! RIJCOSX wB97M-V def2-TZVPD def2/J DEFGRID3
* xyz 0 1
Ba -0.10 0.23 0.22
C 2.14 0.05 -1.21
N 1.96 -1.13 -0.40
C 2.01 -2.33 -1.21
C 0.68 -2.77 -1.77
C 0.66 -3.61 -2.88
C -0.55 -4.11 -3.32
C -1.70 -3.74 -2.64
C -1.58 -2.89 -1.55
N -0.42 -2.43 -1.12
C 3.01 -1.17 0.60
C 2.93 -0.09 1.64
C 4.10 0.44 2.17
C 4.00 1.34 3.22
C 2.74 1.66 3.70
C 1.64 1.11 3.08
N 1.73 0.26 2.07
C 1.23 0.15 -2.38
C 1.73 0.32 -3.67
C 0.84 0.53 -4.70
C -0.52 0.56 -4.42
C -0.92 0.36 -3.12
N -0.06 0.18 -2.12
H 3.19 0.14 -1.55
H 1.93 0.92 -0.59
H 2.34 -3.17 -0.58
H 2.73 -2.23 -2.03
H 1.59 -3.88 -3.38
H -0.59 -4.78 -4.16
H -2.66 -4.12 -2.95
H -2.44 -2.57 -0.97
H 4.01 -1.14 0.13
H 2.93 -2.12 1.14
H 5.07 0.16 1.77
H 4.89 1.77 3.66
H 2.62 2.34 4.53
H 0.62 1.36 3.36
H 2.80 0.30 -3.84
H 1.20 0.69 -5.71
H -1.24 0.76 -5.19
H -1.96 0.38 -2.82
C -2.29 -0.35 1.55
C -3.29 -0.71 2.14
C -4.46 -1.11 2.84
C -5.59 -0.29 2.85
C -6.72 -0.66 3.56
C -6.74 -1.86 4.26
C -5.63 -2.69 4.24
C -4.50 -2.32 3.54
H -5.56 0.64 2.31
H -7.59 -0.02 3.57
H -7.62 -2.15 4.82
H -5.64 -3.62 4.78
H -3.62 -2.95 3.52
C 1.01 3.41 -2.05
Si 0.81 3.10 -0.16
C 2.65 3.30 0.41
C 0.09 4.75 0.52
H 1.28 4.44 -2.26
H 0.09 3.19 -2.59
H 1.79 2.78 -2.47
H 3.08 4.23 0.02
H 3.30 2.49 0.09
H 2.72 3.35 1.50
H 0.72 5.60 0.25
H 0.04 4.72 1.61
H -0.91 4.94 0.15
*
```

Calculated values
DFT total energy: -1658.1516 a.u.
Energy relative to the best compared isomer or geometry (same formula, charge and spin): 188.7 kJ/mol
HOMO-LUMO gap: 0.201 hartree
HOMO level: -0.2073 hartree

Record 6
This record from the OMol25 dataset describes a single C20H22FN5O2S molecule. The level of theory is ωB97M-V/def2-TZVPD.

```
! RIJCOSX wB97M-V def2-TZVPD def2/J DEFGRID3
* xyz 0 1
C -0.20 3.17 0.45
H -0.03 2.61 1.36
H 0.19 4.17 0.58
H 0.35 2.68 -0.36
C -1.69 3.22 0.12
N -2.19 1.91 -0.20
C -1.98 1.25 -1.38
N -2.46 0.04 -1.33
N -3.00 -0.12 -0.11
C -2.85 0.99 0.56
C -3.30 1.16 1.98
N -2.28 0.71 2.91
C -1.29 1.53 3.42
C -1.53 2.86 3.76
C -0.54 3.63 4.33
C 0.70 3.07 4.56
C 0.97 1.75 4.25
C -0.03 0.99 3.68
H 0.17 -0.04 3.42
H 1.95 1.34 4.44
F 1.68 3.84 5.11
H -0.72 4.66 4.59
H -2.51 3.30 3.61
H -1.96 -0.22 2.69
H -4.19 0.54 2.12
H -3.55 2.20 2.18
S -1.19 1.95 -2.75
C -0.52 0.40 -3.40
C 0.43 -0.20 -2.36
O 0.79 0.41 -1.38
N 0.80 -1.46 -2.69
C 1.66 -2.33 -2.00
C 2.26 -2.02 -0.79
C 3.10 -2.94 -0.18
C 3.35 -4.15 -0.77
C 2.76 -4.47 -1.99
C 1.92 -3.57 -2.61
O 1.29 -3.78 -3.82
C 1.49 -5.01 -4.47
H 0.90 -4.96 -5.38
H 2.54 -5.16 -4.73
H 1.14 -5.85 -3.86
H 2.97 -5.43 -2.44
H 4.00 -4.87 -0.30
H 3.55 -2.69 0.77
H 2.05 -1.07 -0.33
H 0.42 -1.87 -3.53
H 0.01 0.64 -4.32
H -1.35 -0.27 -3.60
H -1.85 3.86 -0.75
H -2.25 3.62 0.96
*
```

Calculated values
DFT total energy: -1697.6511 a.u.
Energy relative to the best compared isomer or geometry (same formula, charge and spin): 13.1 kJ/mol
HOMO-LUMO gap: 0.311 hartree
HOMO level: -0.2893 hartree